# 1
Entry from the OMol25 dataset: CH4OP2 in the gas phase in a non-equilibrium geometry (ωB97M-V/def2-TZVPD).

As for the multiplicity: 1. Its SMILES is O=PCP. As for the highest occupied orbital energy: -0.32523 hartree. The HOMO-LUMO gap comes out at 8.242 eV. The calculation puts the total energy at -21725.522 eV.

Structure (XYZ):
```
8
Properties=species:S:1:pos:R:3:forces:R:3:nbo_charge:R:1
C 0.4403 -0.0197 -0.2595 -2.83 -0.60 -2.41 -1.12
O -0.1736 2.3602 -1.3339 1.45 2.31 -1.77 -0.99
P -0.8359 1.3663 -0.5465 -0.95 -2.83 2.11 1.35
P -0.0028 -1.4459 0.8602 0.09 -1.08 -2.29 0.29
H 0.5402 -0.3006 -1.4055 -0.08 -0.10 2.20 0.26
H 1.3398 0.4107 -0.0162 2.30 1.05 0.67 0.25
H 0.1105 -0.9104 2.1079 -0.43 0.95 0.90 -0.02
H -1.4185 -1.4606 0.5935 0.45 0.29 0.60 -0.02
```
Forces are in eV/Å.


# 2
Entry from the OMol25 dataset: CH4OS2 in the gas phase in a non-equilibrium geometry (ωB97M-V/def2-TZVPD).

As for the multiplicity: 1. Its SMILES is OCSS. As for the highest occupied orbital energy: -0.34291 hartree. The HOMO-LUMO gap comes out at 9.783 eV. The calculation puts the total energy at -24818.589 eV.

Structure (XYZ):
```
8
Properties=species:S:1:pos:R:3:forces:R:3:nbo_charge:R:1
C -0.2021 0.4642 -0.3918 0.92 -1.39 -1.86 -0.10
O 0.4236 1.0782 -1.5140 -3.19 1.50 1.59 -0.69
S 0.0187 -2.4345 0.4505 1.15 -0.25 -2.88 -0.11
S -1.3418 -1.2199 -0.4833 1.21 1.85 -0.42 -0.04
H 0.6028 0.0331 0.1541 0.15 -0.11 1.28 0.18
H 0.8994 0.4178 -1.8972 2.43 -2.70 -2.10 0.46
H -0.7385 1.2611 -0.0159 -1.38 1.07 1.53 0.19
H -0.5198 -2.4569 1.5763 -1.28 0.04 2.87 0.10
```
Forces are in eV/Å.


# 3
Entry from the OMol25 dataset: a molecular structure, CH4OS2 in a non-equilibrium geometry (ωB97M-V/def2-TZVPD).

As for the multiplicity: 1. As for the highest occupied orbital energy: -0.33874 hartree. The HOMO-LUMO gap comes out at 8.815 eV. The calculation puts the total energy at -24817.654 eV.

Structure (XYZ):
```
8
Properties=species:S:1:pos:R:3:forces:R:3:nbo_charge:R:1
C 0.8201 -0.4330 -1.0003 -1.69 1.28 -0.06 -0.57
O -1.7422 0.0807 -0.2974 0.59 1.81 -1.17 -0.82
S 0.6280 -1.9653 -0.6573 -0.27 -1.56 0.62 0.01
S -0.4055 0.7876 -0.9993 -0.11 -0.07 0.35 0.68
H 0.3914 1.0491 1.7867 -1.08 0.52 1.78 -0.02
H 1.7449 -0.0083 -1.2749 1.11 0.61 -0.49 0.22
H -0.0229 1.2444 2.4603 1.08 -0.53 -1.73 0.01
H -1.4139 -0.7552 -0.0177 0.37 -2.06 0.71 0.49
```
Forces are in eV/Å.